Entry 1:
Here is 5 unconnected molecules or ions with the total composition C16H49NO16P4Si at a distorted geometry from OMol25. Energies are from the ωB97M-V functional and the def2-TZVPD basis.

The structure (SMILES) is COP(=O)(OC)OC.COP(=O)(OC)OC.COP(=O)(OC)OC.COP(=O)(OC)OC.NCCCC[SiH3]. As for the HOMO-LUMO gap: 5.94 eV.

Last column: Löwdin charge in e.
Geometry (Å):
H (-2.6379, -0.9425, 2.9373)  0.0691
C (-1.6781, -5.1410, 4.4127)  -0.1176
H (-9.4197, 3.0061, 4.0321)  0.0868
H (5.3974, -1.4704, -6.6323)  -0.0854
H (-10.3875, 1.9153, 5.0539)  0.0873
Si (4.9762, -0.5020, -5.5988)  0.6337
P (9.6597, 0.9530, -5.8040)  0.6798
H (-0.9831, 2.7765, 3.2155)  0.0883
H (-6.0815, 0.6516, 3.0361)  0.0610
H (-3.3825, -2.1181, 4.0317)  0.0927
O (11.2749, 1.1204, -5.5777)  -0.2987
H (10.7340, 0.7811, -8.3500)  0.0850
O (-5.5214, 3.3289, 2.5584)  -0.2735
H (4.8262, 0.7864, -6.3221)  -0.0893
H (-0.4262, -0.8967, 1.5243)  0.0811
P (-4.0528, 2.4796, 2.6818)  0.7173
C (-11.8998, -0.7522, 3.0172)  -0.1144
O (0.4117, -2.4046, 3.1572)  -0.2768
H (-7.4065, 1.6856, 2.4913)  0.0739
O (-3.2087, 3.8733, 2.4989)  -0.2945
O (-2.6113, 1.5873, 2.7681)  -0.3133
H (-2.0116, 2.3620, 4.6171)  0.0874
O (-8.9536, -0.1490, 5.2613)  -0.2606
H (-12.4870, -1.6632, 3.1244)  0.0840
N (2.7494, -3.7004, -0.6408)  -0.0171
H (-1.2119, -5.9417, 4.9852)  0.0832
H (12.8013, -0.0714, -4.8994)  0.0865
H (2.1963, -3.0679, -2.9924)  0.1067
C (-2.4581, -1.8461, 3.5208)  -0.0931
H (12.6996, 0.1125, -6.6595)  0.0876
C (3.2888, -0.9021, -4.8239)  -0.3838
H (3.9007, -3.3222, -3.4627)  0.1075
O (-7.9117, -0.2301, 3.0752)  -0.2680
C (3.2168, -2.6700, -2.9026)  -0.2029
H (-2.5115, -4.7348, 4.9877)  0.0886
H (1.8113, -3.3111, -0.5828)  0.0427
P (-9.3920, -0.2545, 3.8362)  0.6276
C (12.1163, -0.0166, -5.7467)  -0.1053
H (-0.9691, 1.1366, 3.8814)  0.0927
H (11.5843, 2.2728, -7.8490)  0.0860
O (9.3070, -0.2244, -6.6739)  -0.2739
H (-0.1223, -1.3113, -0.1731)  0.0880
H (-7.1763, 1.3544, 4.2300)  0.0965
H (-2.3171, 4.8925, 4.0425)  0.0892
C (3.3166, -1.1778, -3.2907)  -0.3025
C (-7.1123, 0.9369, 3.2263)  -0.1292
O (-0.7106, -4.0941, 4.1999)  -0.2484
C (9.8476, 0.6338, -3.1327)  -0.1170
O (-2.0991, -2.9111, 2.6406)  -0.2935
O (-0.3270, -2.9211, 1.0420)  -0.3093
H (-5.7308, 5.0899, 1.4961)  0.0888
C (-0.6813, -1.5884, 0.7214)  -0.1282
O (-9.8148, 1.1831, 3.1730)  -0.2982
H (9.9511, 1.7144, -3.2126)  0.0788
O (-4.3511, 2.1924, 4.1354)  -0.2555
O (-11.0037, -0.6398, 4.1395)  -0.2325
H (-11.3698, -0.7812, 2.0670)  0.0800
H (2.4242, -0.6866, -2.8644)  0.1034
H (-1.6937, -1.6433, 4.2706)  0.0899
H (6.0307, -0.2609, -4.5890)  -0.0817
H (-2.0582, -5.5480, 3.4776)  0.0779
H (9.0624, 0.4046, -2.4135)  0.0833
H (-4.0722, 4.6645, 4.2409)  0.0906
H (11.5520, -0.9471, -5.8039)  0.0892
H (2.6624, -0.0052, -4.9688)  0.0556
P (-0.5537, -3.4452, 2.6397)  0.7062
H (-6.8384, 3.7851, 1.0289)  0.0825
C (-1.5996, 2.0016, 3.6745)  -0.1173
C (10.6184, 1.8396, -8.1162)  -0.1298
H (10.7883, 0.2129, -2.7745)  0.0872
C (-5.8155, 4.0155, 1.3265)  -0.1078
H (-5.1394, 3.7295, 0.5230)  0.0816
H (-11.1208, 2.6950, 3.6395)  0.0847
H (10.2414, 2.3549, -8.9990)  0.0939
H (3.6003, -1.7786, -0.9519)  0.0974
O (9.6803, 2.0492, -7.0771)  -0.2887
H (-12.5742, 0.1051, 3.0212)  0.0884
H (4.1763, -0.7443, -2.7623)  0.0835
H (2.7470, -1.7031, -5.3504)  0.0672
C (-10.2057, 2.2493, 4.0327)  -0.1041
C (-3.2760, 4.8618, 3.5236)  -0.1012
O (9.5183, 0.0214, -4.3948)  -0.2537
H (-3.4529, 5.8328, 3.0591)  0.0881
H (-1.7474, -1.5228, 0.4961)  0.0878
C (3.6292, -2.7939, -1.3972)  -0.2994
H (3.1035, -3.6702, 0.3128)  0.0619
H (4.6655, -3.1423, -1.2954)  0.1079

Entry 2:
Here is a molecular structure, C16H50IO7PSSi2 at a distorted geometry from OMol25. Energies are from the ωB97M-V functional and the def2-TZVPD basis.

As for the HOMO-LUMO gap: 8.46 eV.

Last column: Löwdin charge in e.
Geometry (Å):
S (-6.7035, -2.1893, -0.7781)  0.4015
H (-1.2715, 1.8754, 4.5462)  0.0740
H (-0.4006, 1.4404, 6.0219)  0.0723
C (3.7727, 5.9948, -3.8724)  -0.0892
C (-4.5683, -6.7519, 2.7830)  -0.3191
H (-4.4263, -4.0043, -0.2591)  -0.0410
O (4.5858, 1.7417, 1.2604)  -0.0898
O (1.6824, 0.2254, 4.7172)  -0.0898
H (2.8297, 1.9704, 2.2404)  0.1000
H (-4.2551, -6.4417, 3.7794)  0.1116
C (-0.2835, 1.6671, 4.9593)  -0.0816
H (-0.0720, 1.7077, -1.1948)  0.1072
H (2.1435, 2.5196, -0.3607)  0.0709
H (5.2961, 5.4792, -9.2516)  0.0734
C (4.4093, 1.7729, 3.6938)  -0.0898
O (0.5812, 0.3894, 0.2639)  -0.1254
H (3.5850, 4.1135, -8.0202)  0.1109
H (-2.9329, -4.2743, 2.7064)  0.0472
H (1.6041, -0.0069, 5.6469)  0.0829
H (-0.6164, -5.2294, -0.3075)  0.0689
H (-4.1712, -1.8594, 4.0359)  0.0456
H (-5.5238, -8.5799, 3.4287)  0.0748
H (-0.2554, -0.3854, 4.2979)  0.0929
H (2.2245, 6.5524, -7.6897)  0.0797
Si (-2.8948, -1.0406, 0.1507)  -0.1155
H (2.8435, 5.0258, -9.3378)  0.1072
C (-1.2554, -4.3491, -0.2277)  -0.1587
C (2.4529, 5.2609, -3.7293)  -0.3150
H (2.3912, 4.4440, -4.4455)  0.1088
H (-3.6714, -3.4064, 4.7694)  0.0611
C (-3.2143, -3.2284, 2.6438)  -0.4753
H (-6.7524, -2.5997, 0.4836)  -0.2145
H (1.6155, 5.9392, -3.9225)  0.1091
O (2.3101, 4.6654, -2.4401)  -0.0935
H (0.3292, 2.5661, 4.8752)  0.0745
H (-2.2679, -4.7051, -0.0618)  0.0233
H (-1.1926, -3.8344, -1.1846)  0.0695
H (3.8425, 6.8073, -3.1446)  0.0712
H (4.6429, 2.8386, 3.7204)  0.0757
C (0.3695, 0.5075, 4.2320)  -0.3053
C (2.0799, 1.7318, -1.1140)  -0.0889
H (5.3990, 1.2389, 1.3562)  0.0769
H (4.3911, 6.9471, -8.8670)  0.0720
H (-3.8221, -8.7630, 2.9696)  0.0764
H (0.0707, -2.8481, 0.5899)  0.0629
H (4.6042, 5.3137, -3.6891)  0.0765
H (-2.4949, -2.1531, 4.3920)  0.0387
H (-4.7961, -3.4207, -2.5742)  -0.0445
H (-3.7966, -6.5387, 1.0050)  0.0790
H (-5.0575, -8.5696, 1.7247)  0.0735
Si (-4.7467, -2.9101, -1.1973)  0.1360
H (0.6774, 0.2061, -1.7445)  0.1107
H (3.5057, 0.3446, 2.3518)  0.1124
H (-1.8703, -0.1433, -0.3767)  -0.0538
H (2.2080, 2.1953, -2.0897)  0.0592
H (-4.1718, -3.1832, 2.1252)  0.0410
C (4.6218, 5.9351, -8.5259)  -0.0932
H (3.7521, 1.5297, 4.5256)  0.0524
O (-3.5757, -1.7629, -1.1782)  -0.5216
H (-0.4221, -4.0786, 1.7363)  0.0695
C (-0.7736, -3.4559, 0.9131)  -0.4613
H (2.3493, 5.3671, -1.7844)  0.0809
H (-5.5113, -6.2436, 2.5534)  0.1115
H (0.4938, 0.7343, 3.1776)  0.0903
O (2.4655, 5.6668, -7.4035)  -0.0887
C (3.3532, 5.1173, -8.3728)  -0.3221
H (5.3478, 1.2268, 3.8214)  0.0735
I (-4.4804, 0.3898, 1.3635)  0.4323
P (-1.9444, -2.2831, 1.6958)  0.8004
O (-3.5447, -6.2963, 1.9012)  -0.1100
H (3.8764, 6.4161, -4.8728)  0.0582
C (-3.4093, -2.6354, 4.0482)  -0.1748
H (5.1400, 6.0137, -7.5698)  0.0704
H (2.9039, 1.0426, -0.9313)  0.0742
C (3.7547, 1.4094, 2.3762)  -0.3255
H (0.6430, 1.0869, 0.9217)  0.0563
C (-4.7555, -8.2555, 2.7263)  -0.0892
C (0.7532, 1.0096, -1.0125)  -0.3226

HOMO across the listed records, respectively: -8.987 -7.954 eV.